[1]
A 2-piece molecular cluster, C18H29N5O5S overall at a distorted geometry, computed with the ωB97M-V functional and the def2-TZVPD basis.

XYZ file:
```
58
Properties=species:S:1:pos:R:3:forces:R:3
S 2.233 7.539 2.069 0.2 0.5 -0.1
O -2.314 0.774 3.852 -0.3 0.4 -1.6
O 0.019 -6.749 -2.516 -0.3 -0.1 0.2
O -3.531 -0.421 -1.038 -0.6 -0.5 0.0
O -2.763 1.131 1.661 0.1 0.4 0.6
O 2.743 -1.703 -1.787 -0.3 0.1 -0.7
N 2.736 5.743 4.013 1.9 0.2 0.7
N 0.960 -4.750 -2.439 1.1 1.7 0.6
N 2.997 -3.554 -0.655 0.2 -1.4 0.6
N -2.847 3.369 4.712 -0.2 -0.5 -1.1
N 0.656 5.696 3.306 0.0 1.1 -1.4
C -2.567 -2.247 -2.256 0.6 0.5 0.0
C -1.555 3.836 2.686 -0.2 0.3 -0.1
C -2.474 -0.951 -1.707 1.2 0.0 -0.5
C 1.546 -6.300 -4.271 -0.1 0.2 0.2
C -0.178 -0.780 -2.515 -1.1 -0.4 0.3
C 2.549 -2.909 -1.743 -0.4 1.0 -0.1
C -1.278 -0.214 -1.843 0.2 -1.2 -0.6
C 1.802 -3.635 -2.896 -0.6 -0.3 0.1
C 3.030 -4.988 -0.361 -0.3 0.2 -0.2
C -0.450 6.117 2.428 0.1 -0.2 0.7
C -1.720 5.363 2.827 0.3 -0.3 0.1
C -0.264 -2.079 -3.055 0.0 0.0 0.2
C -2.748 3.057 3.261 0.2 0.0 0.2
C 0.786 -5.939 -3.010 -0.3 -1.6 -0.5
C 1.806 6.271 3.186 -2.7 -2.0 0.4
C 0.938 -2.692 -3.761 0.1 0.7 0.2
C -1.466 -2.806 -2.935 0.0 1.3 0.7
C -2.581 1.544 2.940 0.2 -0.2 2.2
H 2.044 -5.332 -0.042 0.2 -0.2 0.0
H -1.927 3.295 5.150 -0.4 -0.2 -0.1
H -2.637 0.168 1.697 0.0 0.0 -0.1
H -0.650 3.505 3.205 0.0 0.1 0.0
H -1.435 3.592 1.626 0.0 -0.1 0.0
H 0.576 -3.248 -4.627 0.1 -0.2 0.0
H 0.395 -4.585 -1.620 -0.1 0.0 0.0
H -1.545 -3.799 -3.357 0.0 0.0 0.0
H 2.591 -4.027 -3.536 0.1 -0.2 -0.1
H -1.199 0.775 -1.419 0.0 0.2 0.1
H -3.380 0.493 -0.789 0.2 0.2 0.0
H 3.118 8.095 2.916 0.0 0.0 -0.2
H 2.613 -6.298 -4.064 0.2 0.1 -0.2
H -0.211 5.902 1.381 0.1 0.0 0.0
H 2.349 4.946 4.509 0.3 0.2 -0.2
H -1.955 5.623 3.864 0.0 -0.1 -0.1
H 3.344 -5.552 -1.241 0.0 0.0 0.1
H 3.738 -5.180 0.446 0.0 0.1 -0.1
H -3.487 -2.801 -2.149 -0.1 0.0 0.0
H 3.421 -2.941 0.025 0.0 0.1 -0.2
H -0.629 7.193 2.528 0.0 0.0 -0.1
H -3.502 2.734 5.170 0.5 0.2 -0.1
H 0.746 -0.223 -2.601 0.0 -0.1 0.0
H -2.553 5.698 2.202 0.0 0.0 0.0
H 1.570 -1.892 -4.149 0.0 0.0 0.1
H 1.311 -5.585 -5.057 0.2 0.1 -0.2
H 3.654 5.624 3.601 -0.1 -0.1 0.3
H 1.243 -7.296 -4.589 0.0 0.1 0.1
H -3.666 3.389 2.765 0.0 0.0 0.1
```
Positions in Å, forces in eV/Å.

The energy above the lowest of the compared OMol25 structures with the same formula, charge and spin comes out at 171.6 kJ/mol. As for the gap between HOMO and LUMO: 8.979 eV. The molecular weight comes out at 427.527 g/mol. The electronic energy comes out at -1751.505161 Ha. The multiplicity is 1.

[2]
A 2-piece molecular cluster, C18H29NO3 overall, computed with the ωB97M-V functional and the def2-TZVPD basis.

XYZ file:
```
51
Properties=species:S:1:pos:R:3:forces:R:3
O 2.156 -0.204 -0.775 -0.2 0.2 0.4
O 3.779 0.139 0.746 -0.4 -0.5 -0.2
O 0.265 -0.216 0.564 -0.2 -0.1 0.0
N 0.785 1.623 3.623 0.0 0.0 0.0
C -2.206 -2.682 -3.504 0.1 0.0 0.2
C 0.110 -1.789 -2.859 -0.2 0.0 -0.2
C 0.033 -0.640 -1.848 0.2 0.1 -0.4
C -4.331 -2.962 -2.098 0.1 0.1 0.3
C 2.128 3.564 5.099 0.0 0.0 0.0
C 1.246 -2.216 -0.122 0.6 0.4 -0.1
C -1.046 -1.758 -3.887 0.2 -0.2 0.2
C 0.837 -0.808 -0.563 0.0 -0.2 -0.2
C 0.139 2.409 4.482 0.0 0.0 0.0
C 2.883 -0.546 0.328 0.5 0.5 0.0
C 2.099 1.801 3.495 0.0 0.0 0.0
C -0.395 3.445 -0.303 0.0 -0.3 0.0
C -0.381 1.048 0.468 -0.1 0.3 0.2
C 0.489 2.210 0.000 -0.3 0.4 0.0
C -2.962 -2.271 -2.237 -0.1 0.1 -0.1
C 2.387 -1.878 0.847 -0.1 -0.4 0.0
C 2.812 2.755 4.207 0.0 0.0 0.0
C 0.760 3.389 5.241 0.0 0.0 0.0
H 2.650 4.319 5.672 0.0 0.0 0.0
H 2.056 -1.809 1.882 0.1 0.2 0.0
H -0.930 2.243 4.566 0.0 0.0 0.0
H -4.473 -3.353 -1.086 0.0 0.0 -0.1
H 2.602 1.154 2.784 0.0 0.0 0.0
H -2.921 -2.764 -4.329 0.1 0.1 0.0
H -0.654 -2.100 -4.850 -0.1 0.2 0.0
H -1.294 0.984 -0.139 0.1 -0.1 -0.1
H 1.054 1.947 -0.892 0.1 0.0 0.1
H 3.879 2.856 4.061 0.0 0.0 0.0
H 1.706 -2.688 -0.992 -0.3 -0.3 0.1
H -1.434 3.273 -0.005 0.1 0.1 0.1
H -4.436 -3.795 -2.795 0.0 0.0 0.0
H -2.353 -2.472 -1.348 0.0 0.0 -0.1
H 3.213 -2.592 0.793 -0.1 0.1 0.1
H 1.187 2.469 0.799 0.1 -0.2 -0.2
H -5.144 -2.253 -2.270 0.0 -0.1 -0.1
H -1.014 -0.448 -1.617 0.1 -0.1 0.2
H -3.111 -1.184 -2.259 0.0 -0.1 0.0
H 0.184 3.999 5.924 0.0 0.0 0.0
H -0.408 3.662 -1.373 0.0 0.0 0.1
H -0.044 4.333 0.223 0.0 0.0 -0.1
H 0.075 -2.756 -2.352 0.0 0.0 0.0
H -1.403 -0.729 -3.998 0.0 0.0 -0.2
H 1.063 -1.747 -3.394 0.0 0.0 0.1
H 0.435 -2.809 0.295 0.0 0.0 -0.1
H -0.695 1.264 1.492 0.0 -0.1 -0.1
H -1.786 -3.685 -3.355 -0.2 0.0 -0.1
H 0.411 0.263 -2.341 -0.2 0.0 0.1
```
Positions in Å, forces in eV/Å.

The energy above the lowest of the compared OMol25 structures with the same formula, charge and spin comes out at 180.9 kJ/mol. As for the gap between HOMO and LUMO: 10.525 eV. The molecular weight comes out at 307.434 g/mol. The electronic energy comes out at -983.746923 Ha. The multiplicity is 1.

[3]
One molecule with the formula C18H29NO5, computed with the ωB97M-V functional and the def2-TZVPD basis.

XYZ file:
```
53
Properties=species:S:1:pos:R:3:forces:R:3
O 4.714 -2.094 0.146 -0.3 -0.1 0.0
O 3.144 1.481 -0.469 0.1 -0.2 -0.3
O -6.050 1.098 1.046 0.0 0.2 -0.1
O 2.287 1.897 1.555 0.0 0.1 0.0
O -3.757 0.237 -1.020 0.0 0.4 -0.1
N -0.345 -0.609 -0.883 -0.1 0.0 -0.1
C 3.128 -1.035 1.603 0.3 0.1 -0.3
C 2.063 -0.986 -0.707 -0.1 0.3 -0.2
C -6.108 0.250 2.165 0.0 0.0 0.1
C -6.055 0.416 -0.194 0.2 0.0 -0.1
C 2.417 3.732 -1.058 0.2 -0.4 0.1
C 0.710 -0.452 1.309 0.0 0.3 -0.1
C 4.562 -1.049 1.080 0.0 0.0 0.3
C -3.162 -1.864 -0.608 0.3 0.5 -0.2
C 2.106 -0.341 0.678 -0.1 -0.2 0.2
C 2.494 1.133 0.646 -0.1 -0.1 0.2
C 6.001 -2.154 -0.405 0.1 0.0 0.0
C -2.760 -0.666 -1.120 0.3 -0.8 0.1
C 3.557 2.843 -0.580 0.1 0.6 0.1
C -0.353 0.114 0.375 0.0 -0.2 0.3
C 0.927 -0.424 -1.555 0.1 -0.2 0.0
C -4.494 -1.678 -0.167 -0.2 0.6 -0.2
C -1.467 -0.238 -1.729 -0.1 0.1 0.0
C -4.814 -0.380 -0.446 -0.6 -0.6 0.3
H -5.229 -0.401 2.226 0.0 0.0 0.0
H 2.777 4.749 -1.189 0.0 0.1 0.0
H 2.821 -2.072 1.749 -0.1 0.0 0.1
H -0.174 1.194 0.220 -0.1 0.0 0.0
H -5.130 -2.412 0.284 -0.2 -0.1 0.1
H 5.257 -1.208 1.922 -0.1 0.0 -0.1
H 0.488 -1.503 1.498 0.0 -0.1 0.0
H -6.141 1.202 -0.948 -0.1 -0.2 0.0
H 4.377 2.833 -1.301 -0.1 0.0 0.1
H -1.339 -0.002 0.832 0.0 0.1 0.0
H 4.822 -0.086 0.613 0.0 -0.1 0.0
H 2.028 3.369 -2.007 0.0 0.0 -0.1
H 3.111 -0.528 2.569 0.0 0.0 0.0
H -1.336 -0.744 -2.692 0.0 0.1 0.0
H -7.010 -0.375 2.139 0.0 0.0 0.0
H 6.004 -2.990 -1.102 0.1 0.0 0.0
H -6.141 0.899 3.037 0.0 -0.1 0.0
H 3.918 3.186 0.395 0.0 -0.1 -0.2
H 1.617 3.734 -0.322 -0.1 0.0 0.0
H -2.577 -2.758 -0.551 0.2 -0.2 0.0
H 6.760 -2.321 0.370 0.0 0.0 0.0
H 3.008 -0.842 -1.226 0.0 -0.1 0.0
H 1.908 -2.057 -0.575 0.0 -0.1 0.0
H 6.249 -1.229 -0.942 0.0 0.0 0.0
H 1.115 0.643 -1.771 0.0 0.0 -0.1
H -1.515 0.850 -1.915 0.0 -0.1 0.0
H 0.690 0.092 2.253 0.0 -0.1 0.0
H 0.893 -0.960 -2.507 0.0 0.1 0.0
H -6.928 -0.251 -0.251 0.1 0.1 0.0
```
Positions in Å, forces in eV/Å.

The energy above the lowest of the compared OMol25 structures with the same formula, charge and spin comes out at 3.1 kJ/mol. As for the gap between HOMO and LUMO: 9.202 eV. The molecular weight comes out at 339.432 g/mol. The electronic energy comes out at -1134.200857 Ha. The multiplicity is 1.

[4]
C18H30BCaCsF7N2O8PS2 as an isolated structure at a distorted geometry, computed with the ωB97M-V functional and the def2-TZVPD basis.

XYZ file:
```
71
Properties=species:S:1:pos:R:3:forces:R:3
Cs -3.833 0.888 4.518 0.5 8.5 0.9
Ca 0.078 -1.414 2.343 1.5 -0.7 0.2
S -2.012 -2.178 -4.546 0.4 0.5 0.2
S 1.011 -5.892 4.942 1.8 -1.5 -1.0
P -1.884 -0.374 -3.844 -1.2 -1.6 -1.2
F 7.534 0.602 -0.177 -0.4 0.6 -0.8
F -4.038 4.548 -1.526 0.2 0.2 0.0
F -0.280 -3.725 8.491 -0.7 2.2 1.4
F 0.098 -5.171 7.373 0.8 -2.2 -2.6
F 5.450 4.491 -1.148 0.2 -1.5 -0.3
F -0.430 -7.197 6.808 0.3 0.6 -0.7
F -1.477 -5.519 5.919 0.5 0.0 -0.4
O 2.251 -6.376 5.528 -1.3 0.6 0.1
O -4.654 -1.990 2.150 0.5 0.3 0.3
O 8.406 3.327 -2.391 1.1 -0.5 -1.6
O 9.462 1.144 -3.250 -0.4 2.8 1.5
O 0.483 -6.766 3.899 -0.4 0.7 0.8
O 10.498 3.330 -3.738 -3.1 -1.2 0.0
O -4.415 0.999 -0.515 0.1 -0.9 0.3
O 1.064 -4.482 4.550 -0.7 0.9 -0.1
N -0.192 0.201 -3.636 3.4 1.9 1.1
N 7.165 2.861 -2.636 -5.8 -2.6 1.3
C -4.701 2.398 -0.375 0.2 0.1 0.1
C -3.672 -1.455 3.025 -0.7 -1.2 -0.7
C -2.378 -2.235 2.870 0.1 -0.3 0.0
C 6.362 2.561 -1.445 -1.2 1.4 -0.2
C -0.246 -5.949 6.314 -0.8 -0.2 1.7
C 1.717 1.056 -1.971 -1.6 -1.1 -3.5
C -5.028 2.805 1.051 -0.4 -0.2 0.0
C 4.870 2.047 -1.516 0.1 0.2 -4.1
C 6.558 2.684 -3.943 -3.6 -1.2 -0.4
C 2.752 1.305 -3.160 -1.3 -0.7 0.2
C 0.308 0.513 -2.295 3.2 1.3 0.1
C 4.212 1.828 -2.914 1.4 0.4 0.5
C -5.454 0.103 -0.141 0.1 0.1 -0.4
C -4.188 -1.515 4.457 -0.4 -3.1 0.6
C 5.098 2.163 -4.180 3.3 1.1 3.2
C 2.187 0.938 -4.608 -2.9 -0.7 2.8
C -6.730 0.283 -0.947 -0.1 0.1 0.0
C 0.729 0.412 -4.756 2.9 1.2 1.0
B 9.426 2.566 -3.091 2.1 -1.2 -1.0
H 4.255 1.848 -0.564 1.6 0.5 -1.6
H 10.104 3.579 -4.619 0.9 0.0 1.2
H -4.199 2.543 1.713 0.3 0.0 0.2
H -2.026 -2.194 1.832 -0.4 0.0 -0.4
H -5.497 2.691 -1.062 0.2 0.1 0.1
H -3.510 -0.411 2.735 -0.1 -1.0 -1.1
H -1.595 -1.835 3.524 -0.6 -0.2 0.9
H -6.527 0.159 -2.015 0.0 0.0 0.1
H 9.159 0.671 -2.436 -0.3 0.4 -0.6
H 0.369 0.195 -5.833 0.4 0.2 2.2
H 2.847 1.060 -5.544 -1.5 -0.3 1.7
H -5.653 0.180 0.933 -0.1 0.0 0.1
H -5.071 -0.908 -0.311 0.1 0.1 0.0
H -7.479 -0.453 -0.643 0.1 0.0 0.0
H -3.804 2.934 -0.698 -0.3 0.1 -0.2
H -2.597 -0.362 -2.578 1.1 1.0 -0.6
H -0.411 0.356 -1.406 1.1 0.3 -1.9
H 4.716 2.043 -5.254 0.9 0.3 2.0
H -5.924 2.303 1.428 -0.1 0.0 0.1
H 6.787 2.713 -0.383 -0.3 -0.6 -2.5
H 2.049 1.280 -0.890 -0.9 -0.4 -2.1
H -5.126 -0.959 4.551 -0.1 -1.2 0.0
H -4.401 -2.547 4.753 0.2 0.0 -0.2
H -5.198 3.883 1.111 0.2 -0.1 -0.2
H -3.459 -1.094 5.157 -0.2 -2.2 0.3
H -4.805 -2.915 2.399 -0.1 0.1 -0.1
H -2.527 -3.293 3.111 0.3 0.1 0.1
H -2.563 0.503 -4.783 0.9 0.1 1.1
H -7.162 1.275 -0.809 0.0 -0.1 0.0
H 7.142 2.941 -4.903 -0.7 -0.4 2.1
```
Positions in Å, forces in eV/Å.

As for the gap between HOMO and LUMO: 1.699 eV. The molecular weight comes out at 814.333 g/mol. The electronic energy comes out at -3973.767067 Ha. The multiplicity is 1.

What is the multiplicity in the fourth record?
1

The lowest molecular weight belongs to which entry?
C18H29NO3

What is the electronic energy in the third record?
-1134.200857 Ha

What is the formula in the first record?
C18H29N5O5S